w) Formula: C4H10NO2
Source: the Open Molecules 2025 dataset
Level of theory: ωB97M-V/def2-TZVPD

The geometry in ORCA input format:
```
! RIJCOSX wB97M-V def2-TZVPD def2/J DEFGRID3
* xyz -1 1
N -0.328 -1.027 -0.829
C -0.323 0.442 -0.468
C -1.770 0.915 -0.116
O -2.553 -0.133 0.208
C 0.570 0.610 0.790
C 2.047 0.277 0.432
O 2.227 -1.107 0.074
H -1.379 -1.072 -0.560
H -0.535 -1.061 -1.839
H 0.053 1.134 -1.274
H -1.632 1.566 0.781
H -2.200 1.547 -0.955
H 0.230 0.086 1.690
H 0.644 1.680 0.947
H 2.812 0.311 1.231
H 2.222 0.830 -0.512
H 1.385 -1.551 -0.129
*
```

Results
HOMO-LUMO gap   7.040 eV
Lowest unoccupied orbital energy   4.06 eV
Structure (SMILES)   N[C@@H](C[O-])CCO

Calculated atomic charges, method Löwdin, unit e: -0.011 -0.385 -0.487 -0.351 -0.178 -0.266 -0.161 0.051 0.062 0.127 0.077 0.082 0.120 0.090 0.104 0.098 0.029

x) Formula: C4H10NO2
Source: the Open Molecules 2025 dataset
Level of theory: ωB97M-V/def2-TZVPD

The geometry in ORCA input format:
```
! RIJCOSX wB97M-V def2-TZVPD def2/J DEFGRID3
* xyz -1 1
C -1.446 0.490 -1.179
N -0.330 -0.429 -1.259
C 0.485 -0.437 -0.058
C -0.326 -0.879 1.198
O -1.290 -1.813 0.894
C 1.146 0.928 0.117
O 2.446 0.857 0.737
H -2.229 0.168 -1.858
H -1.934 0.472 -0.196
H -1.121 1.517 -1.367
H -0.704 -1.361 -1.373
H 1.308 -1.146 -0.169
H 0.406 -1.336 1.918
H -0.764 -0.001 1.730
H 1.202 1.460 -0.837
H 0.558 1.590 0.753
H 2.592 -0.080 0.949
*
```

Results
HOMO-LUMO gap   6.366 eV
Lowest unoccupied orbital energy   3.91 eV
Structure (SMILES)   CN[C@H](C[O-])CO

Calculated atomic charges, method Löwdin, unit e: -0.157 -0.103 -0.368 -0.479 -0.382 -0.243 -0.103 0.069 0.071 0.062 0.084 0.126 0.080 0.077 0.101 0.099 0.067

What should be chosen as the most stable of them? Choose w).

w) Formula: C5H9NO2S
Source: the Open Molecules 2025 dataset
Level of theory: ωB97M-V/def2-TZVPD

The geometry in ORCA input format:
```
! RIJCOSX wB97M-V def2-TZVPD def2/J DEFGRID3
* xyz 0 1
C -1.580 0.633 -1.593
C -0.962 -0.188 -0.803
C -1.634 -0.840 -2.024
C 2.481 -0.408 0.727
C -0.178 -0.728 0.278
N 1.287 0.358 0.414
O -1.610 1.233 1.455
O -2.240 -1.181 1.830
S -1.094 -0.295 1.911
H -1.642 1.644 -1.954
H -2.469 -1.458 -1.896
H -1.006 -1.303 -2.703
H 2.918 -0.079 1.760
H 2.146 -1.481 0.627
H 3.321 -0.251 0.021
H 0.191 -1.800 0.152
H -2.502 1.453 1.248
H 1.043 0.938 1.146
*
```

Results
HOMO-LUMO gap   9.417 eV
Lowest unoccupied orbital energy   0.42 eV

Calculated atomic charges, method Löwdin, unit e: 0.037 -0.281 -0.074 -0.183 -0.233 -0.066 -0.301 -0.472 0.947 0.096 0.058 0.052 0.103 0.068 0.063 0.135 0.056 -0.003

x) Formula: C5H9NO2S
Source: the Open Molecules 2025 dataset
Level of theory: ωB97M-V/def2-TZVPD

The geometry in ORCA input format:
```
! RIJCOSX wB97M-V def2-TZVPD def2/J DEFGRID3
* xyz 0 1
C -0.144 -0.271 0.050
C 0.154 0.902 -0.450
C 0.808 -1.657 0.321
C -0.895 1.948 -0.496
C 1.545 1.166 -1.044
N -0.071 -2.093 1.405
O -2.073 -0.436 2.054
O -2.327 -1.992 0.225
S -1.392 -1.179 1.009
H 0.792 -2.360 -0.493
H 1.857 -1.355 0.707
H -0.764 2.745 0.334
H -0.893 2.476 -1.508
H -2.017 1.517 -0.161
H 2.100 1.865 -0.410
H 1.956 0.174 -1.158
H 1.455 1.605 -1.930
H -0.091 -3.056 1.544
*
```

Results
HOMO-LUMO gap   10.597 eV
Lowest unoccupied orbital energy   0.68 eV

Calculated atomic charges, method Löwdin, unit e: -0.170 -0.346 -0.160 -0.071 -0.005 -0.156 -0.313 -0.327 0.675 0.098 0.133 0.108 0.097 0.146 0.104 0.074 0.028 0.086

What should be chosen as the most stable of them? Choose x).